Entry 1:
Below is a molecular structure, C32H39CuGeN2O3SSe2, with properties calculated with ωB97M-V/def2-TZVPD.

```
81
Properties=species:S:1:pos:R:3:forces:R:3
Cu 0.293589 -2.283296 0.679775 -0.005 0.360 0.269
C 5.127295 -1.766436 -4.064601 0.093 0.001 0.229
O 5.803730 -1.845390 -2.816656 0.010 -0.005 -0.241
C 5.036181 -1.825002 -1.695374 0.017 -0.012 0.044
C 5.755104 -1.942893 -0.476487 -0.145 0.046 -0.209
C 5.050825 -1.941127 0.688192 -0.127 -0.024 0.032
C 3.636613 -1.827123 0.740771 0.040 -0.100 0.247
C 2.931536 -1.811003 2.004296 0.395 0.192 -0.408
C 3.655764 -1.884065 3.330609 -0.004 0.007 0.088
O 1.702196 -1.712420 2.096571 -0.266 -0.211 0.147
C 2.912791 -1.692915 -0.495200 0.277 0.093 -0.111
O 1.654707 -1.541678 -0.589094 -0.310 -0.217 0.032
C 3.674240 -1.703614 -1.712214 0.007 0.039 0.344
H 5.894654 -1.829457 -4.829924 0.047 -0.006 -0.016
H 4.590010 -0.821351 -4.162132 -0.019 0.034 0.005
H 4.422343 -2.590740 -4.181297 -0.021 -0.039 -0.010
H 6.832221 -2.029515 -0.499303 -0.008 -0.005 -0.025
H 5.609866 -2.028807 1.608946 -0.019 -0.019 -0.010
H 4.737313 -1.954072 3.284445 -0.040 0.006 -0.019
H 3.260776 -2.751862 3.859764 0.016 0.004 0.035
H 3.379378 -1.000980 3.908101 -0.011 -0.012 -0.006
H 3.103324 -1.609623 -2.621058 -0.044 0.011 -0.067
C -0.421886 5.230762 -0.401830 -0.054 0.007 -0.037
C 0.544035 4.341995 0.393878 -0.067 -0.068 0.054
C 1.481358 3.637712 -0.585928 0.081 -0.033 -0.060
C 1.392259 5.228127 1.317448 0.063 0.010 0.021
C -0.256617 3.343340 1.235887 0.000 0.016 -0.037
C -1.104057 3.827109 2.253817 0.010 -0.077 0.006
C -1.808537 2.976945 3.082109 0.064 -0.032 -0.015
C -1.677929 1.601745 2.883999 -0.179 0.258 0.165
S -2.351734 0.285347 3.774827 -0.147 -0.030 0.175
C -1.545740 -0.837768 2.699441 0.082 -0.463 -0.173
N -0.867634 -0.288069 1.744192 0.040 0.323 0.317
C -0.893535 1.103695 1.853283 0.257 -0.486 -0.405
C -0.168921 1.975971 1.036188 0.082 0.058 -0.026
C -1.625152 -2.307894 2.904553 0.057 0.478 -0.123
C -2.460475 -2.825331 3.895893 -0.025 -0.120 0.044
C -2.534162 -4.193277 4.095333 0.074 0.038 -0.099
C -1.776900 -5.034030 3.283294 -0.070 0.031 0.047
C -0.959039 -4.504741 2.293730 0.074 0.100 -0.104
C -0.839402 -3.126390 2.079759 -0.100 -0.043 0.010
H 0.138484 5.927994 -1.032358 -0.025 -0.021 0.038
H -1.067555 5.814686 0.258834 0.025 -0.031 -0.018
H -1.063344 4.626559 -1.048511 0.040 0.008 0.016
H 2.033560 4.389666 -1.156709 -0.009 -0.042 0.014
H 0.948740 3.001198 -1.297001 -0.029 0.048 0.026
H 2.209129 3.008672 -0.065766 -0.037 0.049 -0.013
H 1.975576 5.937356 0.722234 -0.024 -0.027 0.028
H 2.086735 4.620813 1.903755 -0.030 0.020 -0.033
H 0.776967 5.801278 2.014541 0.018 -0.028 -0.045
H -1.191252 4.895839 2.413528 -0.015 -0.039 -0.012
H -2.428802 3.373999 3.877197 0.007 -0.039 -0.037
H 0.480661 1.548219 0.282068 -0.088 -0.014 0.033
H -3.063083 -2.166206 4.513382 0.013 0.008 -0.023
H -3.184097 -4.600815 4.860136 0.016 0.003 -0.008
H -1.841635 -6.109032 3.416640 0.018 0.028 -0.014
H -0.410271 -5.191531 1.654585 -0.014 0.038 0.039
C -4.952681 1.788890 -3.021156 -0.283 0.187 -0.138
Ge -3.629849 0.683841 -2.107851 -0.391 -0.117 0.082
C -3.892095 0.864976 -0.196712 0.011 0.010 0.346
C -3.893823 -1.160532 -2.618133 0.011 -0.295 -0.086
C -1.884318 1.382557 -2.522948 0.183 0.421 -0.212
Se -0.483296 0.151629 -2.012448 0.437 -0.120 0.006
C -0.549878 -1.032980 -3.554041 0.037 0.004 0.074
H -5.966769 1.451403 -2.785727 0.077 0.054 -0.041
H -4.816606 1.736291 -4.105054 -0.031 0.023 0.071
H -4.858036 2.833548 -2.710782 -0.030 -0.060 -0.049
H -4.882746 0.497861 0.082466 0.052 0.033 0.039
H -3.806512 1.912936 0.103831 -0.015 -0.048 0.037
H -3.140384 0.286775 0.348919 -0.079 0.029 -0.069
H -4.880334 -1.476964 -2.271517 0.039 -0.046 -0.036
H -3.143524 -1.814316 -2.164558 -0.097 0.048 -0.027
H -3.853044 -1.285602 -3.702153 -0.046 -0.048 0.049
H -1.748583 2.257461 -1.880326 0.074 0.035 -0.042
H -1.780675 1.720873 -3.555642 0.088 -0.063 0.005
H -1.569025 -1.353196 -3.747977 0.001 -0.011 0.019
H 0.036144 -1.910398 -3.284281 0.010 0.056 -0.005
H -0.129852 -0.549731 -4.434558 0.008 0.026 0.025
Se -1.862707 -5.025593 -2.725347 0.231 0.370 0.341
C -1.162964 -3.837114 -1.540770 -0.353 -0.352 -0.460
N -0.738659 -3.043194 -0.807783 0.073 -0.207 -0.035
```
Positions in Å, forces in eV/Å.

Results
- net charge = -1
- spin multiplicity = 2
- E_HOMO (spin up / spin down) (eV) = -4.65 / -4.70
- largest force on an atom (eV/Å) = 0.7
- energy above the lowest of the compared OMol25 structures with the same formula, charge and spin (kcal per mole) = 0.0
- gap between HOMO and LUMO (spin up / spin down) (Ha) = 0.256 / 0.257

Entry 2:
Below is a molecular structure, C32H40AsBiN5O3STe, with properties calculated with ωB97M-V/def2-TZVPD.

```
84
Properties=species:S:1:pos:R:3:forces:R:3
Bi -1.585923 0.993525 0.504228 -0.525 -0.002 -0.478
C 1.027042 4.769781 1.962111 -0.026 -0.033 -0.073
C 0.242717 3.754010 1.189569 0.067 0.065 -0.081
N -0.545724 2.900830 1.732052 -0.195 0.102 0.069
N -0.675850 2.926255 3.097101 -0.042 -0.111 0.029
C -1.719209 2.289218 3.563958 0.118 0.092 -0.075
N -1.896893 2.309048 4.896296 -0.109 -0.012 -0.094
S -2.946525 1.415238 2.656605 0.120 0.121 0.121
C 0.312012 3.771398 -0.302217 -0.165 -0.011 0.110
C 1.265190 4.521774 -0.973651 0.158 0.033 -0.025
C 1.219567 4.578780 -2.358779 0.039 0.036 -0.006
C 0.221938 3.898616 -3.035235 0.003 -0.042 -0.051
C -0.682007 3.157314 -2.290605 0.066 -0.006 0.175
N -0.634726 3.096129 -0.962390 -0.159 0.102 -0.004
H 0.757422 4.727526 3.009845 0.017 0.004 0.033
H 0.828983 5.770849 1.573323 0.029 -0.040 0.003
H 2.099658 4.581191 1.865394 -0.037 -0.003 -0.012
H -1.282852 2.864044 5.467812 0.018 -0.019 -0.003
H -2.648844 1.791586 5.313505 0.022 -0.001 0.034
H 2.034433 5.051051 -0.427440 -0.053 0.000 -0.039
H 1.950891 5.161569 -2.903881 -0.002 -0.014 0.019
H 0.146374 3.935679 -4.114112 -0.016 0.000 0.046
H -1.478048 2.594477 -2.767532 0.051 -0.020 -0.005
N -4.012971 1.977430 -0.282304 0.178 -0.101 -0.473
C -4.595678 1.396359 -1.516286 0.001 -0.167 0.211
C -4.749001 -0.121313 -1.332314 0.014 0.072 0.112
C -3.364446 -0.648175 -0.998029 0.075 0.044 -0.094
O -2.530487 -0.704180 -1.905297 -0.117 -0.023 0.235
O -3.082416 -0.809999 0.261230 0.061 0.195 -0.084
H -4.631457 1.794617 0.500521 0.046 0.064 0.099
H -3.903876 2.983636 -0.358626 -0.102 0.002 -0.003
H -3.911897 1.585381 -2.343520 0.027 0.011 -0.006
H -5.559105 1.844832 -1.763294 -0.041 0.026 0.022
H -5.103491 -0.561915 -2.261425 -0.026 -0.015 -0.006
H -5.450188 -0.337862 -0.525105 -0.008 -0.007 -0.042
O 2.084025 0.918466 0.455929 0.019 0.126 -0.073
H 2.945715 1.265260 0.712951 0.025 -0.057 -0.004
H 2.239153 0.372593 -0.324311 0.005 0.043 -0.047
C -0.441171 0.037836 -4.167312 -0.173 0.045 0.029
As 0.326662 -0.188539 -2.383227 0.476 -0.112 -0.117
C 0.403377 -2.134906 -2.440066 -0.140 -0.069 -0.079
C 2.231985 0.227947 -2.952043 -0.055 -0.205 0.062
C 3.116795 -0.976377 -3.096361 -0.065 0.019 -0.071
C 3.696823 -1.599969 -1.992626 0.032 -0.006 0.058
C 4.464155 -2.747321 -2.133751 -0.029 0.027 -0.037
C 4.673780 -3.296906 -3.391697 -0.012 0.016 0.010
C 4.097117 -2.693576 -4.500170 -0.036 0.045 0.023
C 3.327760 -1.546219 -4.350992 0.006 -0.033 -0.015
H 0.078828 -0.621591 -4.861760 0.021 0.014 -0.014
H -0.333461 1.068571 -4.505022 0.004 0.007 0.004
H -1.496794 -0.228223 -4.134271 0.039 0.013 0.015
H 0.791240 -2.467512 -3.402333 0.003 0.001 0.004
H -0.616354 -2.497071 -2.307917 0.026 0.024 0.023
H 1.033271 -2.531633 -1.650242 0.039 0.026 0.047
H 2.653017 0.948411 -2.248948 0.018 0.026 0.020
H 2.137356 0.739048 -3.909846 0.024 0.058 0.003
H 3.550184 -1.201442 -0.991477 -0.028 0.022 -0.027
H 4.893965 -3.215365 -1.256883 0.025 0.021 -0.014
H 5.285716 -4.182660 -3.506339 -0.046 0.010 0.004
H 4.243752 -3.115448 -5.486765 0.017 0.019 0.024
H 2.882582 -1.083630 -5.225968 0.025 -0.004 0.026
Te 0.369668 -0.201458 2.455125 0.324 -0.548 0.707
C -0.859904 -1.114567 3.914836 -0.041 0.121 -0.075
C -2.023833 -1.793862 3.570190 -0.011 0.013 0.029
C -2.769178 -2.411693 4.562929 0.001 -0.011 0.011
C -2.362994 -2.339551 5.891155 0.012 -0.010 -0.022
C -1.215489 -1.638501 6.232389 0.014 0.012 0.012
C -0.460065 -1.020748 5.241786 -0.022 -0.033 -0.018
C 0.951321 -2.043735 1.616447 -0.035 0.099 -0.137
C 2.256170 -2.479681 1.817111 0.009 -0.049 -0.034
C 2.638691 -3.727222 1.341821 -0.010 -0.009 -0.013
C 1.720321 -4.529625 0.674771 0.023 0.033 0.015
C 0.420598 -4.084248 0.475428 -0.012 0.002 0.026
C 0.030145 -2.834242 0.939868 0.002 -0.052 -0.020
H -2.365435 -1.824607 2.541729 0.007 -0.031 0.021
H -3.672934 -2.946579 4.298195 0.027 0.012 0.016
H -2.941955 -2.835369 6.660534 0.004 0.039 -0.022
H -0.900120 -1.577102 7.267057 -0.014 -0.008 -0.041
H 0.439147 -0.474845 5.501438 -0.001 -0.029 0.039
H 2.966344 -1.860008 2.352221 -0.010 -0.024 -0.012
H 3.650740 -4.077490 1.506633 -0.039 0.013 -0.021
H 2.021432 -5.503069 0.307703 -0.017 0.033 0.016
H -0.293550 -4.704027 -0.053460 0.036 0.021 0.019
H -0.983178 -2.486193 0.763998 0.050 -0.013 -0.011
```
Positions in Å, forces in eV/Å.

Results
- net charge = +1
- spin multiplicity = 1
- E_HOMO (eV) = -10.32
- largest force on an atom (eV/Å) = 1.0
- energy above the lowest of the compared OMol25 structures with the same formula, charge and spin (kcal per mole) = 0.0
- gap between HOMO and LUMO (Ha) = 0.270